Entry 1:
88
Properties=species:S:1:pos:R:3 method="wB97M-V/def2-TZVPD" gap_ev=6.436 charge=+2 e_homo_ev=-12.13
C -0.326 -5.264 7.873
C 2.117 5.712 2.655
H -0.385 3.392 -0.934
H 2.661 2.310 -4.978
Se 0.940 -2.244 -1.229
C 0.373 0.810 -5.471
H 3.017 1.490 -3.446
H 4.517 -0.268 -0.892
H -0.288 1.648 -5.698
H 1.066 0.697 -6.300
H -2.936 -0.396 -1.827
H -0.255 -5.755 8.833
C 5.118 -1.693 -6.015
C -0.625 3.880 0.020
C -5.368 0.634 -0.515
C -1.384 -5.568 7.022
C 5.610 -1.226 -3.681
N -0.223 -1.991 2.121
H 0.998 5.488 -1.182
N 2.275 4.356 2.152
H 1.360 -2.561 -4.182
C 0.515 -3.738 6.277
S 1.613 -2.520 5.619
C 1.368 3.739 1.364
H -1.452 1.210 -3.676
H -5.762 1.631 -0.719
O -2.040 0.699 0.873
H -5.135 -0.036 2.174
C 2.561 1.377 -4.423
H 3.124 -2.345 -6.517
H -0.216 -0.105 -5.401
H 2.043 5.914 0.171
C -0.865 0.628 -2.959
C 0.647 -4.337 7.510
H 5.471 -1.742 -7.036
O 1.428 -1.262 6.243
H 4.256 4.117 2.754
C 2.321 -1.988 -2.442
H 3.423 2.617 2.292
O 1.288 2.491 1.348
C 1.019 5.689 -0.107
H 1.117 6.081 2.447
H -3.277 1.337 -1.982
H 3.407 -1.442 -0.141
C -1.501 -4.959 5.780
N 3.584 -1.600 -2.205
H -6.160 0.036 -0.066
H 7.022 -1.048 -5.269
C -0.424 -3.274 4.177
H -1.383 4.642 -0.162
H -5.265 1.714 1.929
C -4.608 0.850 1.821
N 2.203 -2.198 -3.769
C 0.779 -1.752 2.946
C 6.004 -1.298 -5.006
H -2.123 -6.293 7.332
O 1.257 1.217 -2.007
C 3.805 -2.030 -5.737
H 1.472 -4.101 8.168
C -2.672 0.599 -1.446
H 6.298 -0.925 -2.903
C -2.967 0.665 0.053
N 1.150 1.042 -4.258
S -1.286 -3.089 2.759
C -0.536 -4.035 5.413
Se 2.176 -0.590 2.661
C 3.414 -1.955 -4.409
C 3.314 3.570 2.798
H 5.000 -1.971 -0.718
Pb 0.479 0.357 0.334
H -5.091 0.158 -1.451
H -3.711 1.002 2.410
H 3.067 0.583 -4.973
C 0.611 1.000 -3.037
H 0.397 6.562 0.094
N -4.249 0.691 0.417
H -2.319 -5.205 5.117
N 0.651 -2.494 4.124
C 4.293 -1.564 -3.407
H 3.063 3.383 3.844
H -0.971 -0.438 -3.202
C 4.164 -1.299 -0.908
N 0.535 4.516 0.611
O 2.883 -3.058 5.302
H 2.852 6.395 2.225
O -1.302 0.866 -1.638
H -1.035 3.139 0.702
H 2.259 5.697 3.737

Entry 2:
83
Properties=species:S:1:pos:R:3 method="wB97M-V/def2-TZVPD" gap_ev=6.752 charge=-1 e_homo_ev=-3.99
C 1.883 0.816 -1.945
C 0.371 -2.471 -3.776
H -2.839 -2.414 -3.203
C -4.500 0.321 3.156
H 3.489 -3.812 1.946
C 0.774 4.804 1.231
C 3.162 -4.598 3.935
O -2.311 -2.064 -1.225
H -3.436 -4.468 -1.011
H -1.256 5.461 0.960
H -5.429 0.154 3.687
C 3.913 2.127 -2.587
H 1.716 1.558 1.509
C 1.089 -0.721 3.663
C -3.093 -0.036 1.226
C 1.303 -0.882 5.149
H 1.191 5.804 1.250
H 4.618 5.429 -2.405
H -4.158 -2.312 -2.034
C -0.306 2.192 1.185
H 4.177 -4.977 4.076
C 1.594 3.691 1.395
C 1.063 2.413 1.390
C -2.068 0.740 1.782
H -2.866 2.587 -2.881
Ru 0.121 -0.655 0.076
C -4.281 -0.247 1.907
H -5.047 -0.864 1.450
H 2.367 -0.890 5.392
H 1.267 -3.087 -3.687
O 1.462 -4.157 2.266
H 0.695 -1.445 -3.899
O 0.634 3.401 -1.681
O -1.309 -0.374 -2.796
H 0.832 -0.051 5.679
C -0.594 4.608 1.071
C 4.051 4.507 -2.360
H 2.221 5.492 -1.802
H 2.662 3.820 1.523
C -0.498 -2.927 -4.927
P 1.115 -2.669 1.786
C -3.146 -2.694 -2.192
N -0.846 0.898 1.129
H -3.637 1.550 4.692
H 1.517 0.215 3.300
C 2.580 2.140 -2.200
C -3.495 1.101 3.715
O 2.071 -0.122 -2.712
H 4.360 1.164 -2.801
H -2.188 3.183 0.904
H 2.965 -5.495 1.979
C -1.124 3.325 1.049
H 0.431 4.146 -1.098
C 4.658 3.296 -2.665
C 1.966 3.371 -1.945
H -1.526 1.919 3.497
H 0.029 -0.724 3.410
C -3.101 -4.197 -2.013
C -1.418 1.040 -2.554
H -0.626 1.538 -3.110
H 5.702 3.262 -2.947
C 2.710 4.546 -2.013
C -2.785 1.504 -3.004
H -3.745 -4.689 -2.747
H -3.564 1.029 -2.403
C 2.838 -4.524 2.459
H 0.079 -2.906 -5.854
H -2.079 -4.552 -2.143
H -1.261 1.253 -1.497
O -0.352 -2.620 -2.544
C -2.300 1.308 3.044
H 3.088 -3.610 4.391
O 1.754 -1.803 2.981
P -0.889 -1.411 -1.637
H 0.856 -1.814 5.501
H -2.925 -0.494 0.260
H -2.956 1.259 -4.054
H -1.356 -2.263 -5.045
O 1.166 0.842 -0.894
S -0.832 -2.374 1.567
S 1.996 -2.192 0.048
H -0.859 -3.946 -4.766
H 2.467 -5.270 4.441

Entry 3:
89
Properties=species:S:1:pos:R:3 method="wB97M-V/def2-TZVPD" gap_ev=4.392 charge=-2 e_homo_ev=-0.73
H 6.016 2.741 -0.856
Cl -2.133 7.337 4.289
N -3.138 -1.412 0.754
S 1.855 -5.353 -0.241
H -2.197 0.033 -2.219
C -2.571 -1.882 -4.627
H 6.032 2.975 2.113
S 1.077 -2.497 1.677
H 3.201 1.234 2.079
C -3.458 0.783 1.219
C 0.754 4.260 2.641
C -1.334 -4.926 1.493
H -1.491 -7.049 1.752
N -1.942 -1.751 -3.332
H 0.708 7.239 4.295
C -3.852 -2.467 0.669
H 2.470 2.392 -1.953
H -0.263 -4.861 1.660
S 2.016 -2.106 -1.779
C 2.337 3.806 0.767
C -1.018 6.146 3.650
H 5.452 4.303 1.119
H 2.500 3.061 2.801
N -3.783 -0.242 0.453
H 5.270 1.138 -0.959
C -3.254 -3.778 0.945
N 1.308 1.513 -0.509
C 1.721 3.258 2.065
H -2.699 -5.288 -4.380
C -3.383 -6.135 1.272
C -1.985 -5.155 -1.961
N -4.061 1.966 0.805
O 3.845 3.915 -1.057
H -5.076 -4.890 0.748
C -1.511 5.014 3.029
N -2.203 -4.020 -2.836
H -4.315 1.996 -0.171
C -2.395 -3.293 -5.147
H -3.640 -1.627 -4.575
C -2.028 -6.136 1.535
H -2.101 -1.166 -5.304
H -4.915 -2.393 0.442
H 3.188 1.023 -1.110
C 5.139 3.396 1.648
H 4.909 0.848 2.200
C 0.343 6.353 3.792
H -1.349 0.182 -3.781
H 6.441 1.462 0.301
H -2.943 -3.429 -6.081
H 3.993 0.229 0.866
C -0.767 1.375 -0.400
C 3.332 2.979 -0.083
H -3.637 2.795 1.185
S 4.411 -2.994 0.685
H -2.578 4.856 2.957
C -1.817 -2.778 -2.443
H 1.723 -0.335 0.484
N -0.311 0.218 0.144
H -3.949 -7.060 1.291
As 2.392 -3.281 0.029
H -2.918 -5.469 -1.479
H -1.334 -3.480 -5.330
C 4.112 1.108 1.501
H 2.843 4.744 1.021
C 1.009 0.334 0.036
H -1.585 -5.983 -2.549
H 4.303 4.609 -0.572
C -0.620 4.078 2.523
S -2.528 0.791 2.638
Mg -0.991 -1.846 0.521
H -0.524 -0.555 -2.400
C -2.889 -4.254 -4.087
H 2.287 5.552 3.405
C -1.484 -0.444 -2.899
H 1.193 2.321 1.895
C 2.610 1.937 -0.974
C -4.016 -4.935 0.966
H -0.999 3.169 2.069
C 4.525 2.352 0.702
N -1.942 -3.783 1.212
O -1.346 -2.573 -1.318
H -1.814 1.615 -0.482
H 4.458 3.688 2.448
H 1.519 4.075 0.094
N 0.165 2.185 -0.833
C 5.625 1.907 -0.272
C 1.218 5.403 3.289
H -1.232 -4.918 -1.213
H -3.977 -4.147 -3.962

Entry 4:
86
Properties=species:S:1:pos:R:3 method="wB97M-V/def2-TZVPD" smiles="CCCCCCCCCC[C@@H]1[C@@H]([C@@H](Br)[C@@H](C)Br)[C@@](CC)(Cc2ccccc2)S(=O)(=O)O[C@@H]1S(=O)(=O)C(F)(F)C(F)(F)C(F)(F)F" gap_ev=7.105 e_homo_ev=-8.58
H 0.962 0.753 -0.566
C 0.291 -4.046 -2.145
H -4.072 0.327 -1.838
H -1.302 5.256 -1.351
C -0.258 2.607 -0.110
H -3.592 -3.891 1.314
H 2.523 4.009 1.721
C -2.778 0.435 1.495
H -1.000 2.887 -2.327
H 2.042 4.089 -0.083
F 2.324 -1.900 -0.843
C -4.314 -4.501 -0.874
C -4.022 -4.822 0.714
H 0.063 -0.718 3.310
C 4.237 3.817 0.265
H 4.394 1.719 -1.572
H -5.830 -2.890 -0.095
H -1.371 2.166 -0.168
C 3.479 0.862 0.462
C -0.091 3.215 -1.619
C 3.913 0.771 -1.091
C 0.762 1.449 0.386
H 4.461 1.165 1.073
C 4.507 4.466 -1.258
H -2.837 -6.248 2.101
F -0.037 -1.609 -1.790
C -5.285 -3.161 -1.104
H -4.866 -5.454 -1.317
H -3.293 -4.420 -1.466
H 4.740 -0.087 -1.175
C -0.042 0.509 1.454
O 2.511 -2.671 2.467
F 1.998 -4.061 0.016
H -6.045 -3.477 -1.969
H -3.160 -7.019 0.355
H -1.498 -1.383 1.363
C -4.347 -1.965 -1.719
C 2.276 1.909 0.874
H -1.846 -5.574 0.644
H 0.640 5.423 -1.068
Br -0.630 4.087 1.255
O 0.108 -3.229 2.365
H 3.015 0.387 -1.756
O 3.655 1.941 3.422
H -5.026 -5.122 1.238
C 1.360 -2.681 -0.005
F -1.202 -3.261 -0.311
F 1.569 -3.883 -2.876
H -0.535 1.290 2.218
H -3.100 1.371 0.875
C -1.382 -0.290 0.902
C -4.846 -0.443 -1.371
H -3.608 -1.739 0.962
O 1.285 2.592 3.520
S 1.172 -2.236 1.742
C 5.590 3.696 1.178
C 6.038 4.880 -1.790
C 7.126 4.108 0.667
H 8.053 3.955 1.404
H -0.087 5.171 -2.787
S 2.242 1.638 2.779
H -5.860 -0.255 -1.967
H 8.484 4.947 -1.225
Br 1.530 2.756 -2.643
O 2.012 -0.013 3.036
H -3.273 -2.091 -1.252
H -2.658 0.621 2.644
H -5.208 1.031 0.347
H 6.157 5.302 -2.901
C -2.906 -6.033 0.932
H 5.521 3.305 2.274
C -4.003 -0.678 1.256
H 3.653 4.669 -2.034
C -0.225 4.885 -1.636
H -4.245 -2.131 -2.877
H -1.525 -0.249 -0.256
H -4.547 -0.783 2.313
C -5.158 -0.153 0.210
H 3.282 -0.260 0.821
F -0.789 -3.749 -3.161
C 0.055 -2.875 -0.967
C 0.781 -0.546 2.358
C 2.703 3.449 0.679
C 7.379 4.691 -0.864
F 0.011 -5.417 -1.661
H -6.210 -0.593 0.475

What did the first record say?
88
Properties=species:S:1:pos:R:3 method="wB97M-V/def2-TZVPD" gap_ev=6.436 charge=+2 e_homo_ev=-12.13
C -0.326 -5.264 7.873
C 2.117 5.712 2.655
H -0.385 3.392 -0.934
H 2.661 2.310 -4.978
Se 0.940 -2.244 -1.229
C 0.373 0.810 -5.471
H 3.017 1.490 -3.446
H 4.517 -0.268 -0.892
H -0.288 1.648 -5.698
H 1.066 0.697 -6.300
H -2.936 -0.396 -1.827
H -0.255 -5.755 8.833
C 5.118 -1.693 -6.015
C -0.625 3.880 0.020
C -5.368 0.634 -0.515
C -1.384 -5.568 7.022
C 5.610 -1.226 -3.681
N -0.223 -1.991 2.121
H 0.998 5.488 -1.182
N 2.275 4.356 2.152
H 1.360 -2.561 -4.182
C 0.515 -3.738 6.277
S 1.613 -2.520 5.619
C 1.368 3.739 1.364
H -1.452 1.210 -3.676
H -5.762 1.631 -0.719
O -2.040 0.699 0.873
H -5.135 -0.036 2.174
C 2.561 1.377 -4.423
H 3.124 -2.345 -6.517
H -0.216 -0.105 -5.401
H 2.043 5.914 0.171
C -0.865 0.628 -2.959
C 0.647 -4.337 7.510
H 5.471 -1.742 -7.036
O 1.428 -1.262 6.243
H 4.256 4.117 2.754
C 2.321 -1.988 -2.442
H 3.423 2.617 2.292
O 1.288 2.491 1.348
C 1.019 5.689 -0.107
H 1.117 6.081 2.447
H -3.277 1.337 -1.982
H 3.407 -1.442 -0.141
C -1.501 -4.959 5.780
N 3.584 -1.600 -2.205
H -6.160 0.036 -0.066
H 7.022 -1.048 -5.269
C -0.424 -3.274 4.177
H -1.383 4.642 -0.162
H -5.265 1.714 1.929
C -4.608 0.850 1.821
N 2.203 -2.198 -3.769
C 0.779 -1.752 2.946
C 6.004 -1.298 -5.006
H -2.123 -6.293 7.332
O 1.257 1.217 -2.007
C 3.805 -2.030 -5.737
H 1.472 -4.101 8.168
C -2.672 0.599 -1.446
H 6.298 -0.925 -2.903
C -2.967 0.665 0.053
N 1.150 1.042 -4.258
S -1.286 -3.089 2.759
C -0.536 -4.035 5.413
Se 2.176 -0.590 2.661
C 3.414 -1.955 -4.409
C 3.314 3.570 2.798
H 5.000 -1.971 -0.718
Pb 0.479 0.357 0.334
H -5.091 0.158 -1.451
H -3.711 1.002 2.410
H 3.067 0.583 -4.973
C 0.611 1.000 -3.037
H 0.397 6.562 0.094
N -4.249 0.691 0.417
H -2.319 -5.205 5.117
N 0.651 -2.494 4.124
C 4.293 -1.564 -3.407
H 3.063 3.383 3.844
H -0.971 -0.438 -3.202
C 4.164 -1.299 -0.908
N 0.535 4.516 0.611
O 2.883 -3.058 5.302
H 2.852 6.395 2.225
O -1.302 0.866 -1.638
H -1.035 3.139 0.702
H 2.259 5.697 3.737